No. 1
{
  "formula": "C8H11NO3S",
  "method": "ωB97M-V/def2-TZVPD",
  "elements": ["C", "C", "C", "C", "C", "C", "C", "C", "N", "O", "O", "O", "S", "H", "H", "H", "H", "H", "H", "H", "H", "H", "H", "H"],
  "positions_angstrom": [[1.263, 1.643, -0.549], [-0.094, 1.415, -0.301], [-0.445, 0.113, -0.039], [0.499, -0.898, -0.026], [1.836, -0.547, -0.264], [2.934, -1.570, -0.206], [-1.080, 2.549, -0.284], [-2.355, -0.547, 0.526], [2.181, 0.701, -0.520], [0.121, -2.193, 0.221], [-1.673, 2.740, 0.981], [-2.191, -1.388, 1.560], [-3.054, -1.184, -0.994], [1.626, 2.638, -0.766], [3.093, -1.907, 0.819], [2.712, -2.432, -0.836], [3.855, -1.118, -0.562], [-0.578, 3.469, -0.624], [-1.908, 2.337, -0.966], [-2.850, 0.371, 0.816], [0.912, -2.746, 0.239], [-0.974, 2.879, 1.631], [-1.656, -2.150, 1.288], [-2.174, -2.175, -1.145]],
  "de_lowest_kj_mol": 252.4,
  "spin_multiplicity": 1,
  "e_homo_ev": -8.7,
  "lumo_energy_ev": 0.379,
  "largest_force_ev_per_a": 4.1,
  "mol_weight_g_mol": 201.25
}

---

No. 2
{
  "formula": "CH3O8P",
  "method": "ωB97M-V/def2-TZVPD",
  "elements": ["O", "P", "O", "O", "O", "O", "O", "H", "H", "H", "O", "C", "O"],
  "positions_angstrom": [[1.830, -0.367, -1.143], [0.577, -0.618, -0.448], [-0.238, -1.767, -1.096], [-0.336, 0.730, -0.448], [-0.526, 1.061, -1.853], [0.631, -0.742, 1.181], [1.632, 0.317, 1.520], [-0.679, -2.313, -0.426], [0.346, 0.776, -2.139], [2.005, 0.639, 0.676], [-3.138, -1.150, -0.056], [-3.866, -0.334, 0.249], [-4.599, 0.424, 0.670]],
  "de_lowest_kj_mol": 12.9,
  "smiles": "O=P(O)(OO)OO.O=C=O",
  "spin_multiplicity": 1,
  "e_homo_ev": -11.2,
  "lumo_energy_ev": -0.034,
  "largest_force_ev_per_a": 3.2,
  "mol_weight_g_mol": 174.00
}

---

No. 3
{
  "formula": "C11H14BBeF3N6",
  "method": "ωB97M-V/def2-TZVPD",
  "elements": ["H", "N", "B", "N", "C", "Be", "H", "C", "H", "C", "H", "C", "H", "H", "H", "N", "N", "N", "N", "C", "C", "H", "H", "C", "C", "C", "C", "H", "H", "H", "H", "H", "F", "C", "F", "F"],
  "positions_angstrom": [[-0.425, 3.608, 1.647], [0.079, 1.948, 0.424], [0.540, 0.328, -1.365], [0.659, 1.781, -0.767], [0.970, 2.999, -1.267], [-0.678, -1.830, 0.452], [1.451, 3.086, -2.228], [0.555, 3.961, -0.353], [0.613, 5.031, -0.454], [0.022, 3.250, 0.731], [0.837, 0.377, -2.518], [-1.135, -3.448, 0.168], [-1.644, -3.843, 1.057], [-0.287, -4.114, -0.023], [-1.832, -3.510, -0.677], [-0.983, -0.022, -1.180], [1.436, -0.612, -0.528], [-1.490, -0.656, -0.041], [0.931, -1.470, 0.427], [-2.019, 0.483, -1.882], [2.761, -0.855, -0.668], [-1.828, 0.974, -2.819], [3.340, -0.329, -1.410], [-3.199, 0.245, -1.174], [3.118, -1.881, 0.202], [-2.824, -0.406, -0.005], [1.950, -2.238, 0.882], [-4.193, 0.520, -1.479], [4.078, -2.364, 0.306], [-3.407, -0.661, 0.873], [1.796, -2.989, 1.650], [-0.093, 0.827, 1.295], [1.488, 0.453, 2.488], [0.158, 0.528, 2.366], [-0.422, -0.652, 2.687], [-0.323, 1.483, 3.186]],
  "spin_multiplicity": 1,
  "e_homo_ev": -8.8,
  "lumo_energy_ev": 0.632,
  "largest_force_ev_per_a": 4.8,
  "mol_weight_g_mol": 307.09
}

---

No. 4
{
  "formula": "C23H33N5O4",
  "method": "ωB97M-V/def2-TZVPD",
  "elements": ["C", "C", "C", "C", "C", "N", "C", "C", "N", "C", "C", "C", "C", "C", "N", "C", "C", "C", "N", "C", "C", "C", "N", "C", "C", "O", "C", "O", "C", "C", "O", "H", "H", "H", "H", "H", "H", "H", "H", "H", "H", "H", "H", "H", "H", "H", "H", "H", "H", "H", "H", "H", "H", "H", "H", "H", "H", "H", "H", "H", "H", "H", "O", "H", "H"],
  "positions_angstrom": [[1.678, -4.033, 1.425], [0.649, -4.976, 0.809], [-0.231, -4.383, -0.284], [-1.208, -3.305, 0.175], [-0.619, -1.915, 0.266], [0.519, -1.695, -0.332], [1.058, -0.450, -0.212], [2.303, -0.181, -0.845], [2.900, -1.242, -1.564], [2.869, 1.076, -0.724], [4.163, 1.422, -1.367], [4.250, 2.550, -2.167], [5.477, 2.834, -2.739], [6.535, 1.985, -2.473], [6.472, 0.901, -1.707], [5.287, 0.634, -1.153], [2.186, 2.071, 0.018], [0.985, 1.828, 0.636], [0.330, 2.796, 1.429], [0.293, 4.161, 0.912], [-0.564, 5.014, 1.840], [0.397, 0.545, 0.514], [-0.808, 0.322, 1.103], [-1.294, -0.878, 0.968], [-2.644, -1.124, 1.608], [-3.501, -0.033, 1.304], [-4.796, -0.362, 0.964], [-4.969, -0.122, -0.410], [-6.326, -0.165, -0.763], [-6.477, 0.102, -2.225], [-5.739, -0.863, -2.959], [1.192, -3.168, 1.863], [2.397, -3.693, 0.687], [2.244, -4.524, 2.212], [1.196, -5.801, 0.354], [0.056, -5.415, 1.611], [0.364, -4.053, -1.126], [-0.841, -5.203, -0.665], [-1.576, -3.593, 1.158], [-2.052, -3.267, -0.512], [2.190, -1.864, -1.932], [3.420, -0.885, -2.356], [3.389, 3.173, -2.341], [5.611, 3.699, -3.363], [7.495, 2.210, -2.918], [5.225, -0.235, -0.522], [2.673, 3.027, 0.102], [-0.618, 2.491, 1.612], [1.280, 4.606, 0.892], [-0.154, 4.198, -0.084], [-0.297, 4.812, 2.873], [-0.411, 6.073, 1.660], [-1.618, 4.770, 1.737], [-3.069, -2.070, 1.301], [-2.478, -1.138, 2.687], [-5.495, 0.272, 1.523], [-5.043, -1.406, 1.188], [-6.736, -1.160, -0.559], [-6.904, 0.589, -0.220], [-6.119, 1.104, -2.472], [-7.533, 0.063, -2.494], [-5.905, -0.723, -3.892], [3.325, 1.398, 3.181], [3.066, 1.534, 4.097], [2.552, 1.665, 2.669]],
  "de_lowest_kj_mol": 108.4,
  "smiles": "CCCCc1nc2c(N)c(-c3cccnc3)cc(NCC)c2nc1COCOCCO.O",
  "spin_multiplicity": 1,
  "e_homo_ev": -7.3,
  "lumo_energy_ev": 0.014,
  "largest_force_ev_per_a": 1.0,
  "mol_weight_g_mol": 443.55
}

---

No. 5
{
  "formula": "C40H41N3O4S4",
  "method": "ωB97M-V/def2-TZVPD",
  "elements": ["O", "C", "C", "C", "N", "C", "C", "C", "C", "C", "C", "S", "C", "C", "C", "C", "C", "S", "C", "S", "N", "C", "C", "C", "C", "C", "C", "C", "C", "C", "C", "C", "C", "C", "C", "C", "C", "N", "C", "C", "C", "C", "C", "C", "H", "H", "H", "H", "H", "H", "H", "H", "H", "H", "H", "H", "H", "H", "H", "H", "H", "H", "H", "H", "H", "H", "H", "H", "H", "H", "H", "H", "H", "H", "H", "H", "H", "C", "C", "O", "S", "C", "O", "O", "H", "H", "H", "H", "H", "H", "H", "H"],
  "positions_angstrom": [[5.387, -2.731, 2.329], [5.002, -3.839, 2.019], [5.350, -4.548, 0.710], [4.644, -3.927, -0.542], [4.702, -2.473, -0.474], [5.989, -1.922, -0.738], [7.090, -2.645, -1.167], [8.323, -2.063, -1.414], [8.482, -0.710, -1.205], [7.405, 0.047, -0.784], [6.189, -0.550, -0.560], [4.745, 0.373, -0.051], [3.519, -0.433, -1.082], [2.513, 0.287, -1.709], [2.397, 1.788, -1.515], [1.287, 2.062, -0.442], [-0.145, 1.787, -0.944], [-1.381, 2.520, 0.219], [-2.916, 1.764, -0.230], [-4.277, 2.215, 0.542], [-2.908, 0.794, -1.291], [-2.762, -0.558, -0.804], [-2.134, -1.477, -1.633], [-1.943, -2.773, -1.226], [-2.338, -3.217, 0.028], [-2.973, -2.306, 0.848], [-3.175, -1.006, 0.439], [-4.025, 0.936, -2.204], [-3.818, 1.727, -3.314], [-4.823, 1.890, -4.252], [-6.043, 1.263, -4.072], [-6.239, 0.473, -2.958], [-5.240, 0.299, -2.020], [1.633, -0.424, -2.510], [1.745, -1.783, -2.686], [2.745, -2.460, -2.012], [3.658, -1.821, -1.193], [4.188, -4.591, 2.970], [2.799, -4.231, 2.905], [2.239, -3.360, 1.981], [0.875, -3.131, 2.011], [0.049, -3.726, 2.934], [0.606, -4.573, 3.888], [1.962, -4.807, 3.852], [5.046, -5.597, 0.827], [6.442, -4.548, 0.622], [3.620, -4.305, -0.487], [5.109, -4.348, -1.446], [7.004, -3.715, -1.351], [9.132, -2.695, -1.773], [9.453, -0.266, -1.414], [7.537, 1.118, -0.645], [3.309, 2.190, -1.064], [2.112, 2.295, -2.444], [1.454, 1.416, 0.434], [1.327, 3.098, -0.074], [-0.310, 2.283, -1.908], [-0.353, 0.716, -0.971], [-1.781, -1.171, -2.618], [-1.435, -3.485, -1.877], [-2.147, -4.243, 0.331], [-3.278, -2.642, 1.837], [-3.675, -0.335, 1.134], [-2.862, 2.217, -3.498], [-4.673, 2.495, -5.144], [-6.824, 1.412, -4.814], [-7.184, -0.048, -2.805], [-5.378, -0.345, -1.155], [0.852, 0.122, -3.042], [1.041, -2.293, -3.336], [2.805, -3.539, -2.145], [4.504, -4.261, 3.882], [2.867, -2.865, 1.243], [0.384, -2.478, 1.288], [-1.024, -3.553, 2.951], [0.029, -5.078, 4.661], [2.402, -5.485, 4.586], [-4.287, 6.609, 0.683], [-4.690, 5.660, 1.794], [-5.159, 6.365, 2.961], [-6.631, 6.970, 2.932], [-6.759, 7.311, 4.656], [-7.553, 5.932, 2.587], [-6.612, 8.209, 2.218], [-5.153, 7.136, 0.281], [-3.816, 6.059, -0.133], [-3.592, 7.363, 1.054], [-5.441, 4.947, 1.452], [-3.822, 5.085, 2.111], [-6.729, 6.372, 5.203], [-7.710, 7.814, 4.821], [-5.937, 7.959, 4.948]],
  "smiles": "O=C(CCN1c2ccccc2Sc2c(CCCSC(=S)N(c3ccccc3)c3ccccc3)cccc21)Nc1ccccc1.CCOS(C)(=O)=O",
  "spin_multiplicity": 1,
  "e_homo_ev": -8.1,
  "lumo_energy_ev": -0.255,
  "largest_force_ev_per_a": 1.6,
  "mol_weight_g_mol": 756.05
}

---

No. 6
{
  "formula": "CH3OS2",
  "method": "ωB97M-V/def2-TZVPD",
  "elements": ["C", "O", "S", "S", "H", "H", "H"],
  "positions_angstrom": [[-0.266, -0.570, -0.503], [-0.817, 0.359, 1.832], [1.859, 1.514, 0.395], [-0.322, 0.942, 0.572], [-0.629, -0.117, -1.460], [-0.703, -1.542, -0.247], [0.877, -0.586, -0.590]],
  "de_lowest_kj_mol": 28.8,
  "spin_multiplicity": 1,
  "e_homo_ev": -3.2,
  "total_charge": -1,
  "lumo_energy_ev": 3.898,
  "largest_force_ev_per_a": 3.5,
  "mol_weight_g_mol": 95.17
}

---

No. 7
{
  "formula": "C2H8NSe",
  "method": "ωB97M-V/def2-TZVPD",
  "elements": ["C", "C", "N", "Se", "H", "H", "H", "H", "H", "H", "H", "H"],
  "positions_angstrom": [[-1.376, -1.344, -0.801], [-0.059, -1.474, -0.251], [1.287, 2.014, 1.088], [1.234, -0.265, -0.078], [-2.148, -1.526, 0.013], [-1.598, -2.231, -1.516], [-1.619, -0.359, -1.335], [0.077, -2.364, 0.337], [1.837, 2.673, 0.575], [1.279, 2.070, 2.094], [0.322, 2.089, 0.880], [0.765, 0.718, -1.005]],
  "de_lowest_kj_mol": 102.5,
  "spin_multiplicity": 1,
  "e_homo_ev": -14.2,
  "total_charge": 1,
  "lumo_energy_ev": -5.529,
  "largest_force_ev_per_a": 3.1,
  "mol_weight_g_mol": 125.05
}